Entry from the Open Molecules 2025 dataset: a 2-piece molecular cluster, C15H36N8O2P overall (ωB97M-V/def2-TZVPD).

Positions of all 62 atoms, in Å:
1 C 0.8499 -1.9918 -2.5539
2 C 0.8270 -0.5074 -3.0763
3 O 1.8183 0.0187 -3.4607
4 N -0.4941 0.1155 -3.0371
5 C -1.0290 0.3057 -4.3968
6 C -0.4241 1.3640 -2.2530
7 C -1.4753 1.4593 -1.0902
8 C -1.9276 0.0926 -0.4783
9 C -3.4697 -0.1694 -0.5623
10 C -4.0264 -0.0659 -1.9624
11 N -4.1126 1.0686 -2.7055
12 C -4.6884 0.7396 -3.8754
13 N -4.9059 1.6896 -4.8118
14 N -4.9763 -0.5817 -3.8990
15 N -4.5666 -1.0312 -2.7112
16 H -0.1304 -2.4059 -2.8679
17 H 1.7082 -2.5564 -2.9421
18 H 0.8437 -1.9811 -1.4470
19 H -0.5160 -0.4125 -5.0714
20 H -2.1006 0.0153 -4.4088
21 H -0.8576 1.3115 -4.8215
22 H 0.5784 1.4600 -1.7953
23 H -0.5155 2.2481 -2.9201
24 H -0.9811 2.0282 -0.2756
25 H -2.3221 2.1014 -1.4014
26 H -1.7015 0.1280 0.6062
27 H -1.3954 -0.7894 -0.8666
28 H -4.0426 0.5031 0.1026
29 H -3.6439 -1.2059 -0.2062
30 H -5.5094 2.4627 -4.5652
31 H -4.4652 1.7218 -5.7187
32 H -5.4181 -1.0959 -4.6525
33 H -4.6793 -2.0008 -2.4291
34 O 0.7370 -0.9356 1.4118
35 P 1.8946 -0.8733 2.4103
36 N 1.0053 -0.0071 3.6096
37 C 1.4494 1.0653 4.4739
38 C -0.0647 -0.7666 4.2541
39 N 2.8358 0.1658 1.3756
40 C 2.8063 1.6130 1.5088
41 C 2.6733 -0.1635 -0.0402
42 N 3.2705 -1.0811 3.4397
43 C 3.1256 -2.0860 4.4927
44 C 4.4485 -0.2562 3.5964
45 H 2.0201 0.7087 5.3428
46 H 0.5863 1.6150 4.8562
47 H 2.0411 1.8134 3.9554
48 H 0.3301 -1.4870 4.9813
49 H -0.6488 -1.3218 3.5165
50 H -0.7677 -0.1118 4.7739
51 H 1.7848 2.0170 1.4807
52 H 3.3822 2.0837 0.7082
53 H 3.3041 1.9478 2.4188
54 H 1.7473 0.2518 -0.4540
55 H 2.6614 -1.2415 -0.2017
56 H 3.5093 0.2358 -0.6206
57 H 2.7984 -1.6343 5.4365
58 H 4.0616 -2.6180 4.6728
59 H 2.3908 -2.8414 4.2065
60 H 4.2313 0.6723 4.1312
61 H 4.9197 -0.0244 2.6427
62 H 5.2160 -0.7786 4.1743

E_LUMO (eV): -3.05
Electronic energy (eV): -41433.9779
Frontier orbital gap (eV): 6.8
Energy relative to the best compared isomer or geometry (same formula, charge and spin) (eV): 1.122
Total charge: +1
Molecular weight (g/mol): 391.48
HOMO level (eV): -9.87

---

Entry from the Open Molecules 2025 dataset: C23H19F4N3NiO2S5 as an isolated structure (ωB97M-V/def2-TZVPD).

Positions of all 57 atoms, in Å:
1 Ni -0.3903 0.0408 -0.2799
2 C -2.2684 0.1694 2.9929
3 C -0.8691 0.7579 2.9148
4 N 0.0578 -0.0555 2.1205
5 C 0.1200 -1.4447 2.5877
6 C 0.4383 -1.6573 4.0701
7 C 1.3725 0.5758 2.0965
8 C 2.2603 0.0942 0.9585
9 N 1.5857 0.2039 -0.3214
10 C 2.3062 0.1255 -1.4444
11 C 1.6897 0.1158 -2.7378
12 F 0.3540 0.1488 -2.8292
13 C 2.3877 0.0389 -3.9117
14 F 1.6943 0.0226 -5.0744
15 C 3.7718 -0.0279 -3.9658
16 C 4.3985 -0.0263 -2.7402
17 F 5.7545 -0.1055 -2.6971
18 C 3.7247 0.0498 -1.5428
19 F 4.5039 0.0141 -0.4243
20 H -2.9664 0.9353 3.3390
21 H -2.3302 -0.6762 3.6830
22 H -2.5960 -0.1616 2.0061
23 H -0.4639 0.9166 3.9307
24 H -0.9080 1.7329 2.4254
25 H 0.8752 -1.9535 1.9878
26 H -0.8342 -1.9167 2.3501
27 H 1.3793 -1.1903 4.3663
28 H 0.5310 -2.7297 4.2590
29 H -0.3492 -1.2721 4.7206
30 H 1.8999 0.4323 3.0539
31 H 1.2052 1.6460 1.9677
32 H 2.6039 -0.9357 1.1377
33 H 3.1490 0.7282 0.9997
34 H 4.3144 -0.0919 -4.8955
35 S -5.3619 5.4043 -0.2592
36 C -4.2042 4.1897 -0.3328
37 S -2.5212 4.4600 -0.1947
38 C -1.9691 2.8129 -0.3450
39 C -2.9426 1.8902 -0.5088
40 S -2.6893 0.1753 -0.6661
41 S -4.5665 2.5306 -0.5265
42 S -0.2775 2.4063 -0.2924
43 O -2.5047 -2.5694 0.2483
44 C -1.3870 -2.8933 -0.0993
45 N -0.3303 -2.0818 -0.4603
46 C 0.7709 -2.8789 -0.6861
47 O 1.9060 -2.5588 -0.9845
48 C 0.3831 -4.3268 -0.4904
49 C 1.1219 -5.4889 -0.5798
50 C 0.4625 -6.6843 -0.3028
51 C -0.8862 -6.6944 0.0540
52 C -1.6126 -5.5091 0.1447
53 C -0.9433 -4.3364 -0.1398
54 H 2.1689 -5.4579 -0.8545
55 H 1.0018 -7.6230 -0.3599
56 H -1.3709 -7.6405 0.2668
57 H -2.6583 -5.4965 0.4259

E_LUMO (eV): 4.36
Electronic energy (eV): -138817.3917
Frontier orbital gap (eV): 5.5
Energy relative to the best compared isomer or geometry (same formula, charge and spin) (eV): 0.000
Total charge: -2
Molecular weight (g/mol): 664.44
HOMO level (eV): -1.17

---

Entry from the Open Molecules 2025 dataset: the molecule C8H8N4 (ωB97M-V/def2-TZVPD).

Positions of all 20 atoms, in Å:
1 C -2.9756 0.8932 -0.8153
2 C -3.1871 0.4867 0.5862
3 C -1.7102 0.4953 -1.1762
4 C -1.9970 -0.1745 0.9700
5 C 2.9484 -0.3145 0.8468
6 C 2.6496 -0.3044 -0.5109
7 C 1.8908 -0.4750 1.7187
8 C 0.1991 -0.3887 0.2570
9 N 0.5653 -0.5349 1.4818
10 N 0.8923 -0.3525 -1.9979
11 N 1.3095 -0.3635 -0.7658
12 N -1.0635 -0.1258 -0.0918
13 H -3.6549 1.1941 -1.5912
14 H -3.9932 0.8412 1.1961
15 H -1.2254 0.8615 -2.0568
16 H -1.4765 -0.3689 1.9421
17 H 3.8731 -0.1338 1.2791
18 H 3.2683 -0.2628 -1.4399
19 H 2.0864 -0.5520 2.7987
20 H 1.6008 -0.4207 -2.6309

E_LUMO (alpha / beta) (eV): 0.36 / 0.36
Electronic energy (eV): -14381.9422
Frontier orbital gap (alpha / beta) (eV): 7.7 / 7.7
Energy relative to the best compared isomer or geometry (same formula, charge and spin) (eV): 4.496
Total charge: 0
Molecular weight (g/mol): 160.18
HOMO level (alpha / beta) (eV): -7.31 / -7.31

---

Entry from the Open Molecules 2025 dataset: C5H7BS as an isolated structure (ωB97M-V/def2-TZVPD).

Positions of all 14 atoms, in Å:
1 B -0.1234 -0.1826 1.0072
2 C 0.0065 -1.6211 0.4139
3 C -0.2064 -1.5695 -0.9700
4 C -0.0520 -0.3535 -1.7248
5 C 0.0085 0.8894 -1.2471
6 C 0.0682 1.1293 0.2064
7 S 0.3825 0.5483 3.2559
8 H 0.1754 -2.6091 0.8325
9 H -0.4514 -2.4350 -1.6076
10 H -0.1595 -0.4237 -2.8487
11 H 0.2455 1.7905 -1.9041
12 H -0.4554 1.9425 0.6077
13 H 1.0751 1.4146 0.5584
14 H -0.5137 1.4800 3.4203

Multiplicity: 3
E_LUMO (alpha / beta) (eV): 0.30 / -3.91
Electronic energy (eV): -16804.8499
Frontier orbital gap (alpha / beta) (eV): 6.0 / 4.1
Energy relative to the best compared isomer or geometry (same formula, charge and spin) (eV): 2.022
Total charge: 0
<S²>: 2.020
Molecular weight (g/mol): 109.99
HOMO level (alpha / beta) (eV): -5.73 / -8.03

---

Entry from the Open Molecules 2025 dataset: C5H16ClN2O3P2SSn as an isolated structure (ωB97M-V/def2-TZVPD).

Positions of all 31 atoms, in Å:
1 C 2.9159 1.0113 0.8278
2 N 3.1306 -0.2156 0.0686
3 C 2.2952 -1.3174 0.4294
4 C 0.8689 -1.3302 -0.1697
5 Cl 0.2858 -3.1480 0.0594
6 C 0.6069 -1.0850 -1.7033
7 O -0.8486 -0.8313 -1.7503
8 P -1.2627 0.2399 -0.3577
9 O -0.3660 1.4111 -1.3046
10 C -1.4414 1.5908 0.9465
11 N -2.2450 2.7479 0.5114
12 P -2.6310 -1.2065 0.6879
13 S -2.2532 -1.5023 2.5645
14 O 0.1242 -0.3620 0.5102
15 H 2.9377 0.8125 1.9028
16 H 1.9507 1.4745 0.5785
17 H 3.7174 1.7277 0.6411
18 H 3.2581 -0.0765 -0.9188
19 H 2.8149 -2.2624 0.2249
20 H 2.1584 -1.2777 1.5153
21 H 0.7012 -1.9985 -2.3209
22 H 1.2374 -0.3453 -2.1888
23 H -2.4527 0.6158 -1.1038
24 H -0.9947 1.7180 -1.9488
25 H -1.8538 1.2576 1.9079
26 H -0.4233 1.9405 1.1507
27 H -2.5277 2.6933 -0.4526
28 H -1.7069 3.5787 0.6733
29 H -2.5851 -2.5062 -0.0195
30 H -3.9478 -0.6816 0.5341
31 Sn -1.4633 -2.6731 -1.4957

E_LUMO (eV): -4.79
Electronic energy (eV): -62323.9184
Frontier orbital gap (eV): 7.0
Energy relative to the best compared isomer or geometry (same formula, charge and spin) (eV): 0.000
Total charge: +1
Molecular weight (g/mol): 400.37
HOMO level (eV): -11.79

---

Entry from the Open Molecules 2025 dataset: a 2-piece molecular cluster, C2H10N4O overall (ωB97M-V/def2-TZVPD).

Positions of all 17 atoms, in Å:
1 N 1.1831 0.5880 1.3367
2 C 1.3494 1.3936 0.2035
3 N 0.3740 2.3689 0.0054
4 O 2.2912 1.2361 -0.5861
5 H 0.2322 0.2693 1.4814
6 H 1.8582 -0.1795 1.3132
7 H 0.3045 2.5660 -0.9925
8 H -0.5087 2.3317 0.4999
9 N -1.3250 -0.5023 -0.7937
10 C -1.5688 -1.5512 0.2015
11 N -1.6153 -2.9078 -0.2197
12 H -0.5209 -0.7970 -1.3781
13 H -2.1268 -0.5642 -1.4472
14 H -0.8213 -1.5360 0.9889
15 H -2.5351 -1.2881 0.7420
16 H -2.4319 -3.1890 -0.7290
17 H -0.7814 -3.3842 -0.5206

E_LUMO (eV): 0.75
Electronic energy (eV): -10244.7487
Frontier orbital gap (eV): 10.1
Energy relative to the best compared isomer or geometry (same formula, charge and spin) (eV): 0.378
Structure (SMILES): NC(N)=O.NCN
Total charge: 0
Molecular weight (g/mol): 106.13
HOMO level (eV): -9.34

---

Entry from the Open Molecules 2025 dataset: the molecule C4H4Cl2 (ωB97M-V/def2-TZVPD).

Positions of all 10 atoms, in Å:
1 Cl -0.2960 -2.7254 -1.6793
2 C 0.1215 -1.2680 -0.8282
3 C -0.4460 -0.9418 0.3574
4 C -0.1032 0.2852 1.0487
5 C 0.0413 1.4562 0.4408
6 Cl 0.4615 2.9173 1.2652
7 H 0.8104 -0.6354 -1.3930
8 H -1.1656 -1.6508 0.7888
9 H -0.0206 0.2406 2.1396
10 H -0.1183 1.5943 -0.6075

E_LUMO (eV): 0.55
Electronic energy (eV): -29256.5575
Frontier orbital gap (eV): 9.6
Energy relative to the best compared isomer or geometry (same formula, charge and spin) (eV): 0.101
Structure (SMILES): Cl/C=C/C=C/Cl
Total charge: 0
Molecular weight (g/mol): 122.98
HOMO level (eV): -9.02

---

Entry from the Open Molecules 2025 dataset: C2F3FeNO6S2 as an isolated structure (ωB97M-V/def2-TZVPD).

Positions of all 15 atoms, in Å:
1 N 0.3092 -0.5355 -1.0003
2 S -0.8719 -0.8749 0.1708
3 O -2.0175 0.1859 -0.3163
4 O -1.2618 -2.2692 -0.2047
5 S 1.3925 0.5349 -0.6478
6 O 0.9409 1.6052 0.2936
7 O 2.1005 0.9882 -1.8456
8 C 2.7379 -0.2835 0.3616
9 F 3.2674 -1.2873 -0.3227
10 F 3.6901 0.5952 0.6437
11 F 2.2384 -0.7532 1.4974
12 Fe -0.8258 2.7588 0.5488
13 O -4.4650 0.2522 -0.5937
14 C -3.6322 -0.1706 0.1735
15 O -3.6026 -0.7462 1.2417

Multiplicity: 5
E_LUMO (alpha / beta) (eV): 5.45 / 5.45
Electronic energy (eV): -80057.3545
Frontier orbital gap (alpha / beta) (eV): 5.3 / 5.3
Total charge: -2
<S²>: 6.017
Molecular weight (g/mol): 311.00
HOMO level (alpha / beta) (eV): 0.13 / 0.17

---

What is the formula in the fourth record? C5H7BS

---

Please write out number 4 again, unchanged.
Entry from the Open Molecules 2025 dataset: C5H7BS as an isolated structure (ωB97M-V/def2-TZVPD).

Positions of all 14 atoms, in Å:
1 B -0.1234 -0.1826 1.0072
2 C 0.0065 -1.6211 0.4139
3 C -0.2064 -1.5695 -0.9700
4 C -0.0520 -0.3535 -1.7248
5 C 0.0085 0.8894 -1.2471
6 C 0.0682 1.1293 0.2064
7 S 0.3825 0.5483 3.2559
8 H 0.1754 -2.6091 0.8325
9 H -0.4514 -2.4350 -1.6076
10 H -0.1595 -0.4237 -2.8487
11 H 0.2455 1.7905 -1.9041
12 H -0.4554 1.9425 0.6077
13 H 1.0751 1.4146 0.5584
14 H -0.5137 1.4800 3.4203

Multiplicity: 3
E_LUMO (alpha / beta) (eV): 0.30 / -3.91
Electronic energy (eV): -16804.8499
Frontier orbital gap (alpha / beta) (eV): 6.0 / 4.1
Energy relative to the best compared isomer or geometry (same formula, charge and spin) (eV): 2.022
Total charge: 0
<S²>: 2.020
Molecular weight (g/mol): 109.99
HOMO level (alpha / beta) (eV): -5.73 / -8.03

---

Which value of total charge does entry 6 give? 0